{
  "formula": "C19H24F2N2O2",
  "method": "the ωB97M-V functional and the def2-TZVPD basis",
  "symbols": ["O", "C", "C", "C", "C", "C", "C", "N", "C", "O", "C", "C", "C", "F", "C", "C", "C", "C", "F", "C", "C", "N", "C", "C", "C", "H", "H", "H", "H", "H", "H", "H", "H", "H", "H", "H", "H", "H", "H", "H", "H", "H", "H", "H", "H", "H", "H", "H", "H"],
  "positions_angstrom": [[-4.446, -1.163, -0.733], [-3.537, -1.584, -0.046], [-3.393, -1.261, 1.430], [-3.897, 0.148, 1.749], [-2.887, 1.268, 1.464], [-1.687, 1.232, 2.416], [-0.711, 2.364, 2.091], [-0.295, 2.266, 0.705], [0.905, 1.709, 0.429], [1.726, 1.469, 1.292], [1.194, 1.429, -1.054], [2.524, 0.752, -1.170], [2.676, -0.592, -0.853], [1.574, -1.299, -0.518], [3.895, -1.241, -0.886], [5.024, -0.524, -1.242], [4.924, 0.817, -1.566], [3.685, 1.429, -1.519], [3.597, 2.735, -1.845], [-1.406, 2.401, -0.209], [-2.392, 1.252, 0.017], [-2.598, -2.405, -0.577], [-1.466, -2.981, 0.072], [-1.076, -4.378, -0.300], [-1.666, -4.107, 1.049], [-4.014, -1.986, 1.963], [-2.366, -1.402, 1.757], [-4.180, 0.201, 2.802], [-4.792, 0.320, 1.147], [-3.411, 2.218, 1.628], [-2.024, 1.326, 3.450], [-1.152, 0.286, 2.318], [0.181, 2.297, 2.715], [-1.188, 3.337, 2.245], [1.202, 2.372, -1.603], [0.415, 0.777, -1.454], [3.949, -2.286, -0.628], [5.985, -1.013, -1.267], [5.789, 1.396, -1.846], [-1.063, 2.426, -1.242], [-1.900, 3.356, 0.005], [-3.235, 1.334, -0.670], [-1.880, 0.310, -0.188], [-2.736, -2.631, -1.553], [-0.658, -2.281, 0.269], [-0.025, -4.609, -0.371], [-1.689, -4.895, -1.023], [-1.026, -4.153, 1.916], [-2.678, -4.436, 1.228]],
  "mulliken_charge": [-0.692, 0.185, -0.258, -1.418, 0.277, -0.526, -1.229, 0.143, 0.903, -0.679, -0.834, -0.193, 0.639, -0.025, -1.078, -0.270, -0.907, 0.663, -0.315, -1.507, 0.044, -0.029, 0.020, -0.759, -0.500, 0.424, 0.280, 0.431, 0.441, 0.348, 0.400, 0.186, 0.519, 0.389, 0.609, 0.301, 0.435, 0.376, 0.457, 0.496, 0.450, 0.578, -0.296, 0.237, 0.268, 0.251, 0.273, 0.245, 0.246],
  "relative_energy_ev": 0.6316,
  "orbital_gap_ev": 9.92,
  "smiles": "O=C(CCC1CCN(C(=O)Cc2c(F)cccc2F)CC1)NC1CC1",
  "mol_weight_g_mol": 350.41,
  "energy_ha": -1198.15289,
  "e_homo_ev": -9.14,
  "lumo_energy_ha": 0.02850,
  "largest_force_ev_per_a": 0.741
}